Record 1
A gas-phase ion, C5H11N2 (charge +1) in a non-equilibrium geometry. Source: the OMol25 dataset; level of theory: wB97M-V/def2-TZVPD.

Properties
SMILES: C=[N+]=CC(C)(C)N
Gap between HOMO and LUMO in eV: 9.2
M in g/mol: 99.16

```
! wB97M-V def2-TZVPD RIJCOSX def2/J DEFGRID3
* xyz 1 1
C -3.0219 -0.1669 0.0799
N -1.8720 0.2900 -0.1699
C -0.7246 0.5676 -0.5540
C 0.5611 -0.0845 0.0965
C 1.3128 1.0753 0.8293
C 1.2571 -0.5487 -1.1588
N 0.3685 -1.1868 0.9053
H -3.5031 0.1923 1.1330
H -3.4536 -1.0272 -0.4841
H -0.6201 1.3273 -1.3093
H 0.9076 1.0837 1.8003
H 1.0199 2.0322 0.2234
H 2.3099 1.0699 0.8572
H 0.6723 -1.4113 -1.5183
H 2.3983 -0.5653 -1.0439
H 1.1412 0.3047 -1.9886
H 0.6012 -0.9861 1.8699
H 0.6455 -1.9663 0.4321
*
```

Table of natural (NBO) atomic charges, one value per atom, all in e: number 1, C, carries 0.045; number 2, N, carries -0.262; number 3, C, carries 0.251; number 4, C, carries 0.081; number 5, C, carries -0.578; number 6, C, carries -0.631; number 7, N, carries -0.829; number 8, H, carries 0.265; number 9, H, carries 0.257; number 10, H, carries 0.247; number 11, H, carries 0.214; number 12, H, carries 0.209; number 13, H, carries 0.235; number 14, H, carries 0.225; number 15, H, carries 0.267; number 16, H, carries 0.216; number 17, H, carries 0.400; number 18, H, carries 0.390

---

Record 2
3 unconnected molecules or ions with the total composition C8H16Cl6O3 in a non-equilibrium geometry. Source: the OMol25 dataset; level of theory: wB97M-V/def2-TZVPD.

Properties
SMILES: COCCOCCOC.ClC(Cl)Cl.ClC(Cl)Cl
Gap between HOMO and LUMO in eV: 10.2
M in g/mol: 372.93

```
! wB97M-V def2-TZVPD RIJCOSX def2/J DEFGRID3
* xyz 0 1
C 4.5882 10.8496 5.1155
O 5.7876 11.3326 5.6507
C 5.5061 12.6714 6.1599
C 6.7425 13.4763 6.0539
O 7.0918 13.7268 4.7023
C 7.8297 14.9286 4.3661
C 6.9557 16.0944 4.0380
O 6.1783 16.4659 5.1589
C 4.7997 16.1656 5.2382
H 4.7169 9.7875 4.9531
H 4.3804 11.4076 4.1794
H 3.6602 10.9732 5.7715
H 5.0915 12.6343 7.1592
H 4.7156 13.0404 5.5423
H 7.5040 12.9875 6.6000
H 6.5368 14.3904 6.5206
H 8.4551 14.5485 3.4938
H 8.6892 15.1096 5.0406
H 6.3499 15.8747 3.1012
H 7.5803 16.9224 3.6902
H 4.1464 16.8076 4.5980
H 4.6477 16.4540 6.3206
H 4.7087 15.0838 5.0402
Cl 7.8076 9.7974 3.2935
C 7.8927 9.0243 4.8693
Cl 9.5276 9.3253 5.6733
Cl 7.5797 7.2938 4.8083
H 7.1789 9.4499 5.6558
Cl 4.1205 6.8971 6.5367
C 4.3408 6.0765 4.9879
Cl 3.1412 6.6962 3.7780
Cl 4.1957 4.3069 5.2268
H 5.3726 6.3846 4.5866
*
```

Table of natural (NBO) atomic charges, one value per atom, all in e: number 1, C, carries -0.254; number 2, O, carries -0.558; number 3, C, carries -0.075; number 4, C, carries -0.089; number 5, O, carries -0.553; number 6, C, carries -0.099; number 7, C, carries -0.099; number 8, O, carries -0.562; number 9, C, carries -0.251; number 10, H, carries 0.188; number 11, H, carries 0.173; number 12, H, carries 0.165; number 13, H, carries 0.183; number 14, H, carries 0.173; number 15, H, carries 0.178; number 16, H, carries 0.184; number 17, H, carries 0.199; number 18, H, carries 0.184; number 19, H, carries 0.177; number 20, H, carries 0.190; number 21, H, carries 0.176; number 22, H, carries 0.199; number 23, H, carries 0.174; number 24, Cl, carries 0.054; number 25, C, carries -0.290; number 26, Cl, carries -0.037; number 27, Cl, carries 0.009; number 28, H, carries 0.269; number 29, Cl, carries 0.016; number 30, C, carries -0.291; number 31, Cl, carries -0.010; number 32, Cl, carries 0.017; number 33, H, carries 0.257

---

Record 3
11 unconnected molecules or ions with the total composition C51H120N6O17S5 in a non-equilibrium geometry. Source: the OMol25 dataset; level of theory: wB97M-V/def2-TZVPD.

Properties
SMILES: O=[N+]([O-])c1ccccc1.CCOS(C)(=O)=O.CCOS(C)(=O)=O.CCOS(C)(=O)=O.CCOS(C)(=O)=O.CCOS(C)(=O)=O.CCN(CC)CC.CCN(CC)CC.CCN(CC)CC.CCN(CC)CC.CCN(CC)CC
Gap between HOMO and LUMO in eV: 7.5
M in g/mol: 1249.88

```
! wB97M-V def2-TZVPD RIJCOSX def2/J DEFGRID3
* xyz 0 1
O 4.7177 0.6274 7.4650
N 5.2917 0.8033 6.3983
O 6.4383 0.4479 6.1479
C 4.5739 1.4827 5.3335
C 3.3376 1.9542 5.7443
C 2.4272 2.4258 4.7828
C 2.9186 2.7365 3.4948
C 4.2066 2.3155 3.1472
C 5.0321 1.6300 4.0649
H 3.0739 1.8540 6.7751
H 1.3898 2.7379 5.0071
H 2.1675 3.2060 2.8215
H 4.5912 2.3611 2.1401
H 5.9662 1.1903 3.7755
C -3.6282 -7.3416 -1.7208
C -3.9779 -5.9016 -2.1056
O -3.8816 -5.0973 -0.8959
S -3.6789 -3.5252 -1.1199
C -1.8784 -3.3006 -1.1695
O -4.3413 -3.2044 -2.3661
O -4.1357 -2.8842 0.0966
H -2.5401 -7.3275 -1.3573
H -3.7715 -7.9669 -2.5909
H -4.3061 -7.6971 -0.9709
H -3.3264 -5.5440 -2.9299
H -5.0278 -5.8655 -2.4612
H -1.5998 -3.3646 -0.0914
H -1.6694 -2.2689 -1.4535
H -1.4532 -4.0053 -1.8542
C -3.0203 1.6591 -0.6694
C -2.0898 0.4442 -0.6070
O -0.8905 0.9089 0.1216
S 0.2551 -0.1443 0.6772
C -0.4966 -0.6310 2.1961
O 0.2416 -1.2421 -0.2444
O 1.4926 0.6328 0.8692
H -3.8252 1.5075 -1.3595
H -2.4511 2.5504 -0.7985
H -3.4420 1.8560 0.3100
H -2.5469 -0.4205 -0.1320
H -1.7841 0.0445 -1.6226
H -0.5766 0.2296 2.8759
H 0.1263 -1.4603 2.5671
H -1.5487 -0.8994 2.0125
C 0.2263 -4.6557 8.7747
C 0.3494 -4.2805 7.2955
O 1.6307 -3.5735 7.2505
S 1.7315 -2.3050 6.2183
C 1.8641 -0.9707 7.3630
O 3.0043 -2.3372 5.5781
O 0.4992 -2.1921 5.4743
H -0.6001 -5.3525 8.9008
H 0.1040 -3.7336 9.4537
H 1.0824 -5.1657 9.1122
H 0.5570 -5.0921 6.5925
H -0.3870 -3.5969 6.9331
H 2.0775 -0.1085 6.7994
H 2.7498 -1.0804 8.0187
H 0.9028 -0.8833 7.9542
C -8.7993 -0.7220 -1.8024
C -7.3688 -0.5216 -2.2154
O -7.4046 -0.5119 -3.6762
S -6.2935 0.4323 -4.2857
C -4.7231 -0.3986 -3.8075
O -6.3959 0.1916 -5.6648
O -6.4133 1.7119 -3.6773
H -9.2784 0.2298 -1.9600
H -8.9561 -0.9181 -0.7062
H -9.2946 -1.5479 -2.3730
H -6.9250 0.3293 -1.7868
H -6.6783 -1.3392 -1.9293
H -3.9847 0.1087 -4.4015
H -4.9369 -1.4383 -4.0573
H -4.5092 -0.2069 -2.7675
C -3.6643 5.8033 -3.8006
C -3.9614 4.4464 -3.0796
O -3.4977 3.2631 -3.7952
S -1.9639 2.9240 -3.7954
C -1.4269 3.6764 -5.3720
O -1.4046 3.5916 -2.6999
O -1.8514 1.5106 -3.8541
H -4.0364 5.6540 -4.8163
H -2.6409 6.1392 -3.7786
H -4.2210 6.6166 -3.3039
H -3.5875 4.3669 -2.0338
H -5.0188 4.3356 -3.0752
H -1.4818 4.7601 -5.2202
H -2.0425 3.3385 -6.2180
H -0.3502 3.3890 -5.5645
C -2.7758 1.7055 5.1770
C -2.6707 0.3015 5.7028
N -3.2705 -0.6545 4.7668
C -3.0445 -2.0786 5.2279
C -2.7474 -2.9424 3.9719
C -4.6396 -0.3493 4.4425
C -4.8715 0.4213 3.0660
H -3.7274 2.1127 5.4281
H -2.5249 1.7504 4.0908
H -2.0648 2.2844 5.7429
H -1.6393 0.0536 5.9158
H -3.1606 0.2798 6.6654
H -2.2104 -2.2235 5.9120
H -3.9301 -2.3507 5.8245
H -2.8758 -3.9716 4.2198
H -3.3625 -2.6442 3.1016
H -1.7944 -2.6839 3.6814
H -5.1537 0.0870 5.2941
H -5.1989 -1.2285 4.2668
H -4.4839 1.4642 3.1694
H -5.9053 0.3234 2.7682
H -4.2917 -0.0242 2.2513
C 1.0845 6.7732 3.2765
C 0.1137 6.1376 2.2622
N 0.5752 4.9485 1.5790
C -0.5890 4.1112 1.1190
C -1.1188 3.2224 2.2850
C 1.5506 5.2747 0.6057
C 2.2457 4.0523 0.0665
H 0.5885 7.6235 3.7888
H 2.0487 7.0921 2.8103
H 1.3340 6.0469 4.0760
H -0.7012 5.8829 2.9535
H -0.1985 6.9645 1.5541
H -1.3661 4.7213 0.6608
H -0.2108 3.4556 0.4084
H -0.4973 2.3627 2.4202
H -1.1882 3.6904 3.2856
H -2.1298 2.7674 2.1261
H 2.2880 5.8989 1.0753
H 1.0041 5.8348 -0.2150
H 2.9848 4.4334 -0.6304
H 1.6689 3.2746 -0.4064
H 2.7799 3.5924 0.8906
C 2.2407 4.3323 -6.1206
C 2.2794 2.8246 -6.0542
N 2.8264 2.3095 -4.8653
C 1.9039 1.4558 -4.1552
C 2.1305 1.3620 -2.6570
C 4.2435 1.8748 -4.9026
C 4.2949 0.5049 -5.6476
H 1.6040 4.6209 -6.9467
H 3.1760 4.7949 -6.3271
H 1.8380 4.7410 -5.1779
H 1.2694 2.3874 -6.1355
H 2.7307 2.2953 -6.9010
H 0.8845 1.7512 -4.3492
H 2.0298 0.4608 -4.5403
H 1.5315 0.5275 -2.2109
H 3.1534 1.1595 -2.3813
H 1.8411 2.3544 -2.2182
H 4.6560 1.7136 -3.9239
H 4.7351 2.6667 -5.4142
H 5.3133 0.3852 -6.1022
H 3.6274 0.4735 -6.5291
H 4.0961 -0.3121 -4.9270
C 7.1543 -2.5297 -1.2194
C 6.2334 -1.6840 -0.3231
N 6.0903 -2.1194 1.0884
C 4.8534 -1.5715 1.6371
C 3.5509 -2.2297 1.1397
C 7.2205 -1.7441 1.9199
C 7.5167 -2.7992 2.9217
H 6.7302 -3.4878 -1.5274
H 8.1752 -2.6086 -0.8870
H 7.2702 -1.9631 -2.1514
H 6.5285 -0.6108 -0.3051
H 5.2321 -1.7323 -0.7386
H 4.9688 -1.6745 2.7465
H 4.8697 -0.4637 1.3957
H 3.4096 -3.2429 1.4489
H 2.5807 -1.7399 1.4520
H 3.4050 -2.2285 0.0850
H 7.0338 -0.6984 2.3239
H 8.1110 -1.5203 1.2411
H 8.4840 -2.7037 3.4013
H 7.3857 -3.8450 2.5678
H 6.8476 -2.7451 3.8074
C -0.2974 -1.2075 -5.3118
C 0.7882 -2.2446 -5.5762
N 0.7013 -3.4770 -4.8696
C -0.6217 -4.0871 -4.9538
C -1.1486 -4.3271 -6.3371
C 1.3073 -3.5382 -3.5211
C 2.5639 -2.8219 -3.3460
H -0.4640 -0.9249 -4.2481
H -1.2190 -1.6201 -5.6830
H -0.1150 -0.2086 -5.8147
H 0.7433 -2.4265 -6.6214
H 1.7201 -1.8284 -5.4143
H -0.5077 -4.9810 -4.4371
H -1.3986 -3.4783 -4.3991
H -1.5159 -3.3946 -6.7523
H -0.4506 -4.8392 -7.0355
H -2.0078 -4.9481 -6.2841
H 1.5155 -4.5852 -3.2536
H 0.5854 -3.1024 -2.9028
H 3.0135 -3.0232 -2.3587
H 2.4682 -1.7451 -3.4837
H 3.3182 -3.1264 -4.1170
*
```

Here are the Löwdin charges for atoms 1 to 99, given in e: number 1, O, carries 0.049; number 2, N, carries -0.327; number 3, O, carries 0.085; number 4, C, carries -0.174; number 5, C, carries -0.019; number 6, C, carries -0.041; number 7, C, carries -0.055; number 8, C, carries -0.044; number 9, C, carries 0.002; number 10, H, carries 0.102; number 11, H, carries 0.111; number 12, H, carries 0.090; number 13, H, carries 0.100; number 14, H, carries 0.107; number 15, C, carries -0.067; number 16, C, carries -0.268; number 17, O, carries -0.258; number 18, S, carries 0.600; number 19, C, carries -0.096; number 20, O, carries -0.301; number 21, O, carries -0.304; number 22, H, carries 0.109; number 23, H, carries 0.073; number 24, H, carries 0.067; number 25, H, carries 0.116; number 26, H, carries 0.127; number 27, H, carries 0.088; number 28, H, carries 0.038; number 29, H, carries 0.046; number 30, C, carries -0.043; number 31, C, carries -0.207; number 32, O, carries -0.290; number 33, S, carries 0.602; number 34, C, carries -0.109; number 35, O, carries -0.298; number 36, O, carries -0.288; number 37, H, carries 0.068; number 38, H, carries 0.044; number 39, H, carries 0.068; number 40, H, carries 0.091; number 41, H, carries 0.117; number 42, H, carries 0.068; number 43, H, carries 0.078; number 44, H, carries 0.068; number 45, C, carries -0.060; number 46, C, carries -0.223; number 47, O, carries -0.277; number 48, S, carries 0.595; number 49, C, carries -0.123; number 50, O, carries -0.267; number 51, O, carries -0.307; number 52, H, carries 0.074; number 53, H, carries 0.112; number 54, H, carries 0.054; number 55, H, carries 0.130; number 56, H, carries 0.077; number 57, H, carries 0.013; number 58, H, carries 0.085; number 59, H, carries 0.100; number 60, C, carries -0.067; number 61, C, carries -0.271; number 62, O, carries -0.244; number 63, S, carries 0.553; number 64, C, carries -0.084; number 65, O, carries -0.262; number 66, O, carries -0.279; number 67, H, carries 0.072; number 68, H, carries 0.094; number 69, H, carries 0.098; number 70, H, carries 0.091; number 71, H, carries 0.119; number 72, H, carries 0.047; number 73, H, carries 0.063; number 74, H, carries 0.043; number 75, C, carries -0.056; number 76, C, carries -0.210; number 77, O, carries -0.266; number 78, S, carries 0.510; number 79, C, carries -0.079; number 80, O, carries -0.263; number 81, O, carries -0.272; number 82, H, carries 0.084; number 83, H, carries 0.058; number 84, H, carries 0.086; number 85, H, carries 0.117; number 86, H, carries 0.104; number 87, H, carries 0.057; number 88, H, carries 0.084; number 89, H, carries 0.048; number 90, C, carries -0.092; number 91, C, carries -0.266; number 92, N, carries -0.181; number 93, C, carries -0.201; number 94, C, carries -0.057; number 95, C, carries -0.247; number 96, C, carries -0.055; number 97, H, carries 0.066; number 98, H, carries 0.060; number 99, H, carries 0.069

---

The calculation returns the following highest occupied orbital energy values, one per record and in order: -0.5075 -0.3537 -0.2879 Ha.